1.
The following is a quantum chemistry calculation of a structure of composition C54H47BrN13ORuTe at a distorted geometry, from the Open Molecules 2025 dataset.

Results
expectation value of S² = 6.120
total charge = +1
HOMO level (spin up / spin down) = -7.40 / -9.84 eV
multiplicity = 5

```
118
Properties=species:S:1:pos:R:3:lowdin_charge:R:1
Ru 13.8740 19.1073 14.0775 1.25
C 18.3449 20.8128 13.7986 -0.11
C 18.3100 20.4289 15.9331 -0.13
C 17.3610 19.5105 16.7378 0.07
C 16.1753 19.1332 16.3148 -0.24
N 15.8446 19.4375 14.8841 0.00
C 17.0750 20.2070 13.2736 -0.11
N 15.2565 18.5236 17.1662 0.18
C 13.9993 18.4199 17.0745 -0.27
N 13.1236 18.8506 16.0164 0.00
C 11.9708 18.2073 16.2040 -0.40
N 10.9648 18.0800 15.4345 0.18
C 10.6565 17.6411 14.2115 -0.30
C 9.3259 17.2284 14.0543 -0.01
C 8.9399 16.4022 12.9694 -0.07
C 9.8635 16.0813 11.9325 -0.06
C 11.1720 16.4271 12.1332 -0.12
N 11.5654 17.2075 13.1851 0.01
C 11.8849 17.7411 17.5694 -0.17
C 10.8672 17.2784 18.3016 -0.03
C 11.1423 16.8725 19.5977 -0.05
C 12.4283 16.8695 20.1253 -0.06
C 13.4361 17.3123 19.3225 -0.03
C 13.1663 17.7857 18.0909 -0.14
H 18.9078 21.4830 13.1385 0.15
H 19.0512 20.9809 16.5627 0.15
H 17.6702 19.3503 17.7472 0.11
H 16.8060 20.4279 12.2188 0.15
H 8.7132 17.3963 14.8925 0.10
H 7.9184 16.0983 12.8752 0.09
H 9.6520 15.5476 11.0334 0.10
H 11.9556 15.9793 11.5131 0.13
H 9.8828 17.3403 17.8768 0.12
H 10.2917 16.5211 20.1437 0.10
H 12.6651 16.5439 21.1283 0.11
H 14.4675 17.3017 19.6436 0.12
N 17.4303 16.7635 14.2533 0.20
C 17.8171 18.0361 14.1658 -0.44
N 19.0346 18.4298 14.3417 0.17
C 19.1891 19.8800 14.6948 -0.39
N 20.6302 20.2489 14.7914 0.09
N 17.6167 21.3766 15.0160 0.10
C 16.3348 20.8344 14.4421 -0.26
N 16.7272 18.8812 13.8231 0.05
C 15.2263 21.8001 14.3205 -0.16
C 15.4312 23.1321 14.4391 0.01
C 14.3785 24.0020 14.6569 -0.02
C 13.1154 23.4667 14.5944 -0.03
C 12.9886 22.1174 14.3592 -0.13
N 13.9742 21.2726 14.2184 0.02
H 18.0557 16.0294 14.5798 0.12
H 16.4606 16.5678 14.2113 0.04
H 21.1034 19.6859 15.4649 0.06
H 21.0384 20.0788 13.8644 0.09
H 16.4245 23.5341 14.5624 0.12
H 14.5733 25.0319 14.8462 0.12
H 12.2280 24.1152 14.8022 0.14
H 11.9781 21.6981 14.3519 0.13
C 16.6396 9.9149 17.5930 -0.04
C 15.6975 10.9390 17.0639 -0.23
C 16.1823 12.0467 16.3371 0.01
C 15.3063 13.0545 15.9261 -0.34
C 15.9308 14.2692 15.3054 -0.10
C 13.9924 12.9955 16.1961 -0.37
Te 12.8122 14.6644 15.7317 1.85
N 14.1539 17.0991 14.2482 0.03
C 14.0216 16.2758 13.2346 -0.67
O 13.9426 15.0347 13.1971 -0.08
C 14.2540 16.8345 11.8416 -0.10
C 14.3346 19.2492 12.0041 -0.23
C 13.6312 20.3939 11.3284 -0.08
C 12.2678 20.5310 11.4278 -0.12
C 11.6234 19.4778 12.1021 -0.03
C 12.4547 18.3558 12.7325 -0.28
C 11.3487 13.6923 14.5469 -0.40
C 11.7197 13.1669 13.3134 -0.13
C 10.8421 12.6797 12.3627 -0.08
C 9.5150 12.7496 12.6598 -0.08
C 9.0467 13.3425 13.8509 -0.05
C 9.9682 13.8370 14.7668 -0.31
C 9.4144 14.4691 16.0478 -0.06
C 13.4120 11.8286 16.8711 -0.25
C 11.9626 11.7190 17.1924 -0.06
C 14.3019 10.8674 17.3402 0.01
H 16.9759 10.1476 18.6162 0.10
H 17.5123 9.8980 16.9449 0.08
H 16.1427 8.9761 17.5500 0.07
H 17.2278 12.1562 16.1381 0.12
H 16.1581 14.0585 14.2347 0.11
H 16.9196 14.4177 15.7924 0.09
H 15.3596 15.1534 15.4834 -0.01
H 15.3384 19.1193 11.6084 0.08
H 14.2924 21.2054 10.9787 0.12
H 11.7563 21.3635 11.0242 0.10
H 10.5267 19.5034 12.3021 0.14
H 12.4486 19.5825 14.2687 0.09
H 12.7612 13.1277 13.0316 0.09
H 11.1223 12.1996 11.4524 0.11
H 8.6893 12.2903 12.0687 0.12
H 7.9513 13.4119 14.0830 0.13
H 9.7439 15.4190 16.3356 0.02
H 9.5273 13.7805 16.8908 0.08
H 8.3041 14.6204 15.9141 0.10
H 11.5018 12.6463 17.4699 0.04
H 11.8313 11.0334 18.0463 0.10
H 11.4058 11.3201 16.3469 0.09
H 13.9776 9.9444 17.7179 0.11
Br 15.9963 18.8744 7.5850 0.71
C 15.1234 17.8860 9.0310 -0.62
C 15.9464 17.1547 9.8986 -0.08
C 15.3469 16.4972 11.0664 0.03
N 13.4998 18.0440 11.5867 -0.14
C 12.9872 18.0078 10.2332 -0.02
C 13.7173 18.0679 9.0908 -0.10
H 17.0185 17.1692 9.7658 0.10
H 15.9383 15.7390 11.5444 0.11
H 11.9102 17.9593 10.2263 0.13
H 13.1472 18.1607 8.1686 0.12
```


2.
The following is a quantum chemistry calculation of a structure of composition C35H37BrN2O6RuSSi, from the Open Molecules 2025 dataset.

Results
expectation value of S² = 0.755
total charge = -1
HOMO level (spin up / spin down) = -5.33 / -5.38 eV
multiplicity = 2

```
84
Properties=species:S:1:pos:R:3:lowdin_charge:R:1
Ru -0.2058 0.3806 -0.0218 1.30
C 5.7570 4.9141 3.3238 -0.05
C 4.6905 4.4020 2.3939 -0.27
C 3.6439 5.2211 1.9822 -0.04
C 2.6542 4.7449 1.1326 -0.05
C 2.7187 3.4346 0.6911 -0.29
C 3.7576 2.6020 1.0828 -0.04
C 4.7358 3.0875 1.9317 -0.03
S 1.4242 2.7872 -0.3208 0.58
O 0.8210 3.9019 -1.0080 -0.32
O 1.9763 1.7494 -1.1774 -0.35
N 0.3684 2.1208 0.7216 -0.33
C 0.5165 2.1258 2.1708 -0.16
C -0.4749 1.0959 2.7045 -0.62
O -0.7989 1.1291 3.8805 0.04
O -0.8941 0.2211 1.8482 -0.18
H 5.5814 5.9558 3.5898 0.07
H 6.7432 4.8416 2.8619 0.08
H 5.7834 4.3277 4.2438 0.08
H 3.5998 6.2459 2.3319 0.11
H 1.8398 5.3774 0.8063 0.11
H 3.7860 1.5807 0.7263 0.08
H 5.5423 2.4345 2.2464 0.11
H 0.3124 3.0924 2.6294 0.12
H 1.5088 1.7844 2.4944 0.12
C -2.0834 1.1570 -0.4770 -0.32
Si -3.0970 -0.1475 -1.2951 0.62
C -1.8037 -0.9787 -2.3834 -0.23
N -0.6257 -1.3054 -1.5308 -0.27
C 0.6186 -1.2353 -2.3350 -0.22
C 0.6733 -2.2991 -3.4288 -0.17
C 0.2910 -3.6855 -2.8655 -0.18
C 0.2587 -3.6526 -1.3406 -0.17
C -0.7700 -2.6378 -0.8543 -0.16
C -4.4644 0.4794 -2.4423 -0.23
C -5.8224 0.3253 -2.1552 -0.10
C -6.8028 0.8341 -2.9976 -0.10
C -6.4447 1.5127 -4.1531 -0.11
C -5.1010 1.6825 -4.4579 -0.10
C -4.1284 1.1720 -3.6103 -0.10
C -3.8409 -1.4454 -0.1656 -0.25
C -3.4664 -1.5219 1.1765 -0.07
C -3.9088 -2.5684 1.9791 -0.07
C -4.7364 -3.5494 1.4551 -0.10
C -5.1270 -3.4828 0.1213 -0.10
C -4.6807 -2.4404 -0.6762 -0.12
H -2.5544 1.5495 0.4276 0.02
H -1.9887 1.9778 -1.2031 0.02
H -1.4794 -0.2124 -3.0956 0.08
H -2.1354 -1.8460 -2.9672 0.09
H 1.4551 -1.3500 -1.6488 0.10
H 0.7022 -0.2288 -2.7540 0.12
H 1.6905 -2.3072 -3.8283 0.11
H 0.0168 -2.0302 -4.2586 0.10
H 0.9843 -4.4476 -3.2258 0.10
H -0.7030 -3.9710 -3.2242 0.10
H 1.2451 -3.4041 -0.9422 0.11
H -0.0043 -4.6259 -0.9221 0.12
H -0.6780 -2.5040 0.2235 0.09
H -1.7726 -3.0124 -1.0693 0.11
H -6.1192 -0.2023 -1.2558 0.09
H -7.8492 0.7013 -2.7495 0.10
H -7.2077 1.9101 -4.8111 0.09
H -4.8113 2.2168 -5.3547 0.10
H -3.0840 1.3282 -3.8588 0.10
H -2.7935 -0.7833 1.6004 0.08
H -3.5864 -2.6162 3.0117 0.11
H -5.0753 -4.3672 2.0796 0.09
H -5.7748 -4.2452 -0.2951 0.09
H -4.9872 -2.4054 -1.7176 0.10
Br 7.5166 -1.1500 3.4944 0.69
C 5.7361 -1.3323 2.8438 -0.69
C 4.8156 -2.0522 3.5864 -0.13
C 3.5210 -2.1809 3.1036 -0.01
C 3.1503 -1.5825 1.9073 -0.11
C 4.0932 -0.8640 1.1801 -0.03
C 5.3967 -0.7393 1.6397 -0.14
C 1.7202 -1.7080 1.4055 -0.59
O 0.9963 -2.5702 1.8843 0.05
O 1.4405 -0.8856 0.4617 -0.18
H 5.1070 -2.5018 4.5257 0.10
H 2.7733 -2.7405 3.6501 0.12
H 3.7817 -0.4001 0.2521 0.11
H 6.1367 -0.1877 1.0752 0.10
```


3.
The following is a quantum chemistry calculation of a cluster of 2 separate species, C6H5Cl2NO2S in total at a distorted geometry, from the Open Molecules 2025 dataset.

Results
HOMO level = -10.12 eV

```
17
Properties=species:S:1:pos:R:3:lowdin_charge:R:1
C 0.6599 1.7304 1.3580 -0.03
C -0.2696 0.7985 0.8381 -0.03
C 1.9586 1.3306 1.2661 -0.11
C 1.4919 -0.7229 0.3251 -0.11
C 0.1243 -0.3999 0.3276 -0.34
C -0.9117 -1.2507 -0.2442 -0.84
N 2.3439 0.1079 0.8005 0.09
O -0.1662 -0.6748 -2.6996 -0.33
O -1.7570 0.8753 -1.7868 -0.34
S -1.3061 -0.4916 -1.8430 0.26
Cl -0.5783 -2.8901 -0.5330 0.71
Cl -2.8628 -1.5517 -2.5995 0.39
H 0.5594 2.7046 1.7428 0.10
H -1.3260 1.1660 0.9107 0.14
H 2.6294 2.1162 1.6103 0.11
H 1.8452 -1.5846 -0.0565 0.08
H -2.4349 -1.2629 0.5836 0.27
```